{
  "formula": "C10H19N3O5",
  "method": "ωB97M-V/def2-TZVPD",
  "lumo_ev": 0.4,
  "max_force_ev_per_a": 5.8,
  "charge": 0,
  "de_lowest_kcal_mol": 91.4,
  "species": ["C", "C", "C", "C", "C", "C", "C", "C", "C", "C", "H", "H", "H", "H", "H", "H", "H", "H", "H", "H", "H", "H", "H", "H", "H", "H", "H", "H", "H", "N", "N", "N", "O", "O", "O", "O", "O"],
  "xyz": [[0.427, -1.141, 0.842], [1.307, -1.555, -0.414], [1.283, -0.113, 1.642], [0.890, 0.697, 2.951], [0.001, 1.872, 2.794], [-1.489, 1.792, 2.724], [0.387, 0.304, -1.844], [0.311, 1.602, -0.932], [-1.035, -0.184, -1.898], [-1.169, -1.481, -2.800], [0.591, -3.149, 1.208], [-0.054, -2.096, 2.578], [-0.535, -0.645, 0.545], [2.082, -0.859, 1.953], [1.555, 0.709, 0.857], [0.299, -0.059, 3.555], [1.822, 0.962, 3.524], [0.283, 2.460, 3.661], [0.184, 2.629, 2.040], [-1.951, 1.628, 1.758], [-1.764, 0.939, 3.277], [-1.432, 3.339, 4.054], [-3.006, 2.933, 3.246], [2.061, -1.053, -2.152], [0.670, 0.692, -2.847], [-1.650, 0.611, -2.318], [-1.299, -0.694, -0.869], [-1.609, -3.371, -2.708], [2.177, 2.016, -1.091], [0.092, -2.275, 1.498], [-2.002, 2.958, 3.337], [1.415, -0.681, -1.498], [1.887, -2.677, -0.413], [-0.739, 1.830, -0.372], [-1.092, -1.398, -4.012], [-1.502, -2.526, -2.078], [1.391, 2.552, -0.877]]
}

=====

{
  "formula": "C20H22N2OS",
  "method": "ωB97M-V/def2-TZVPD",
  "lumo_ev": -2.1,
  "max_force_ev_per_a": 1.7,
  "charge": 0,
  "de_lowest_kcal_mol": 71.8,
  "species": ["C", "C", "S", "O", "H", "H", "H", "C", "N", "C", "C", "C", "C", "C", "C", "C", "C", "C", "C", "C", "C", "C", "N", "C", "C", "C", "C", "H", "H", "H", "H", "H", "H", "H", "H", "H", "H", "H", "H", "H", "H", "H", "H", "H", "H", "H"],
  "xyz": [[-2.899, -1.293, -3.482], [-1.997, -0.101, -3.413], [-0.355, -0.430, -3.277], [-2.443, 1.063, -3.437], [-3.931, -0.952, -3.514], [-2.691, -1.891, -4.374], [-2.767, -1.928, -2.602], [6.150, 1.001, -0.186], [5.146, 0.835, 0.846], [5.641, 0.261, 2.082], [3.778, 0.956, 0.573], [3.034, -0.157, 0.118], [1.675, -0.036, -0.102], [0.994, 1.186, 0.131], [-0.430, 1.291, 0.013], [-1.312, 0.245, 0.267], [-2.759, 0.249, 0.038], [-3.603, 1.157, -0.571], [-4.986, 0.919, -0.531], [-5.508, -0.204, 0.132], [-4.656, -1.141, 0.745], [-3.290, -0.901, 0.665], [-2.213, -1.610, 1.225], [-2.300, -2.786, 2.069], [-1.045, -0.974, 0.948], [1.771, 2.315, 0.511], [3.125, 2.205, 0.739], [5.674, 1.358, -1.106], [6.908, 1.730, 0.137], [6.667, 0.049, -0.388], [4.804, 0.094, 2.770], [6.160, -0.692, 1.895], [6.362, 0.948, 2.552], [3.551, -1.107, -0.044], [1.112, -0.887, -0.483], [-0.882, 2.267, -0.173], [-3.159, 2.012, -1.077], [-5.658, 1.618, -1.029], [-6.588, -0.350, 0.166], [-5.012, -2.027, 1.269], [-3.346, -3.079, 2.159], [-1.717, -3.615, 1.648], [-1.889, -2.575, 3.067], [-0.094, -1.353, 1.317], [1.259, 3.267, 0.650], [3.722, 3.063, 1.058]]
}

=====

{
  "formula": "C2H3N2O2",
  "method": "ωB97M-V/def2-TZVPD",
  "lumo_ev": 4.6,
  "max_force_ev_per_a": 5.0,
  "charge": -1,
  "de_lowest_kcal_mol": 63.9,
  "species": ["C", "C", "N", "N", "O", "O", "H", "H", "H"],
  "xyz": [[-1.276, -1.004, -0.765], [-0.257, -0.434, -0.146], [-0.074, 0.907, -0.018], [1.211, 1.226, 0.643], [1.434, 2.406, 0.791], [1.921, 0.276, 0.999], [-1.383, -2.034, -0.626], [-1.992, -0.347, -1.334], [0.415, -0.997, 0.456]]
}

=====

{
  "formula": "C2BrClF2",
  "method": "ωB97M-V/def2-TZVPD",
  "lumo_ev": [-1.5, -1.0],
  "max_force_ev_per_a": 3.3,
  "charge": 0,
  "de_lowest_kcal_mol": 87.7,
  "species": ["C", "C", "F", "F", "Cl", "Br"],
  "xyz": [[-0.976, 0.529, -0.399], [0.848, -0.177, 0.096], [-1.444, 1.401, 0.444], [-1.648, -0.587, -0.144], [0.733, -1.817, 0.071], [2.486, 0.651, -0.067]]
}

=====

{
  "formula": "C4H2BrO2",
  "method": "ωB97M-V/def2-TZVPD",
  "lumo_ev": 2.0,
  "max_force_ev_per_a": 4.7,
  "charge": -1,
  "de_lowest_kcal_mol": 101.4,
  "species": ["C", "C", "C", "C", "O", "O", "Br", "H", "H"],
  "xyz": [[0.343, 0.953, 0.084], [0.862, 1.807, 0.800], [-1.483, -1.334, -2.600], [-0.369, -1.121, -1.529], [-2.062, -2.393, -2.265], [-1.649, -0.640, -3.559], [1.160, -1.627, -2.392], [1.049, 2.471, 1.511], [-0.415, -1.708, -0.684]]
}

=====

{
  "formula": "C21H15CaCl5N2O4SSi",
  "method": "ωB97M-V/def2-TZVPD",
  "lumo_ev": 4.3,
  "max_force_ev_per_a": 1.2,
  "charge": -2,
  "de_lowest_kcal_mol": 10.1,
  "species": ["Ca", "O", "C", "O", "C", "C", "C", "C", "C", "N", "C", "O", "O", "H", "H", "H", "C", "Si", "C", "C", "C", "C", "C", "C", "N", "C", "S", "H", "H", "H", "H", "H", "H", "H", "H", "H", "H", "H", "H", "Cl", "C", "C", "C", "Cl", "C", "Cl", "C", "Cl", "C", "Cl"],
  "xyz": [[0.130, 0.110, -0.756], [3.617, -2.284, 0.146], [2.666, -1.512, 0.059], [1.647, -1.559, -0.713], [2.669, -0.272, 0.981], [3.789, 0.242, 1.610], [3.648, 1.446, 2.291], [2.417, 2.095, 2.358], [1.337, 1.496, 1.736], [1.492, 0.342, 1.084], [-0.101, 2.066, 1.697], [-0.338, 3.040, 2.409], [-0.875, 1.413, 0.924], [4.732, -0.278, 1.520], [4.517, 1.894, 2.762], [2.272, 3.041, 2.862], [-5.048, 0.658, -3.892], [-5.017, -1.133, -3.402], [-4.682, -2.202, -4.887], [-6.754, -1.553, -2.828], [-3.896, -1.514, -1.972], [-4.356, -2.169, -0.844], [-3.536, -2.380, 0.269], [-2.274, -1.836, 0.213], [-1.775, -1.231, -0.873], [-2.525, -1.106, -1.999], [-1.765, -0.477, -3.423], [-6.054, 0.928, -4.234], [-4.322, 0.851, -4.683], [-4.776, 1.302, -3.051], [-5.397, -1.967, -5.686], [-4.780, -3.263, -4.636], [-3.667, -2.020, -5.251], [-7.471, -1.269, -3.608], [-7.017, -1.014, -1.912], [-6.874, -2.626, -2.639], [-5.384, -2.515, -0.809], [-3.887, -2.888, 1.156], [-1.613, -1.880, 1.073], [3.547, 1.416, -1.888], [2.279, 2.668, -1.777], [0.960, 2.257, -1.740], [0.054, 3.311, -1.719], [-1.681, 2.938, -1.776], [0.406, 4.661, -1.685], [-0.795, 5.922, -1.657], [1.755, 5.003, -1.687], [2.243, 6.674, -1.643], [2.711, 3.993, -1.743], [4.403, 4.421, -1.770]]
}

=====

{
  "formula": "C7H9N2O3",
  "method": "ωB97M-V/def2-TZVPD",
  "lumo_ev": [3.5, 3.5],
  "max_force_ev_per_a": 4.4,
  "charge": -1,
  "de_lowest_kcal_mol": 141.5,
  "species": ["C", "C", "C", "C", "C", "C", "C", "N", "N", "O", "O", "O", "H", "H", "H", "H", "H", "H", "H", "H", "H"],
  "xyz": [[-2.647, 0.399, 1.996], [-2.289, 0.352, 0.572], [-1.741, 1.267, 2.572], [-1.165, 1.127, 0.566], [1.505, -1.096, -0.874], [-0.356, 1.406, -0.639], [1.428, 0.239, -0.025], [0.030, 2.648, -0.801], [2.467, 1.004, -0.215], [2.579, 1.962, 0.645], [0.846, 2.748, -2.038], [-0.765, 1.679, 1.719], [-3.357, -0.145, 2.471], [-2.586, -0.252, -0.224], [-1.624, 1.281, 3.611], [0.544, -1.450, -1.275], [2.140, -0.914, -1.695], [1.931, -1.873, -0.286], [-0.471, 0.804, -1.494], [0.894, 0.238, 0.925], [1.846, 2.340, -1.796]]
}

=====

Which formula does entry 7 have?
C7H9N2O3

=====

Look up the charge of the sixth one.
-2